C35H54BrN3OP2Pt | ωB97M-V with the def2-TZVPD basis set

XYZ file:
```
97
Properties=species:S:1:pos:R:3:forces:R:3
N -6.77601 4.77447 -6.06048 -0.07 0.32 -0.17
C -6.54557 5.34682 -4.87745 0.68 -0.58 0.06
C -5.55366 4.87049 -4.00759 -0.12 -0.28 0.11
C -4.82884 3.68895 -4.32170 -0.93 0.34 -0.71
C -5.06719 3.14876 -5.59978 -0.40 0.31 -0.08
C -6.02526 3.74965 -6.44304 0.71 -0.51 0.63
C -3.90644 3.08368 -3.36219 0.26 -0.12 -0.26
Pt 0.19677 -0.49562 0.01526 0.91 -1.14 2.12
P 5.08804 -0.89024 -1.10667 -2.65 -0.20 -0.30
C -2.96075 2.13348 -3.62426 -0.62 0.56 -0.44
C -1.85928 1.89285 -2.73275 -0.08 -0.40 0.13
C -0.67790 1.26669 -3.22782 0.55 0.28 -0.12
C 0.38508 1.00588 -2.36881 -1.58 0.27 -0.68
C 0.06517 1.16182 -1.00849 0.53 0.25 -0.26
C -0.82286 2.15857 -0.55245 -1.26 -0.07 -0.73
C -1.90245 2.37249 -1.39491 0.72 0.19 0.50
Br 1.50805 -1.61706 1.89714 -0.17 -0.20 -0.21
H -3.98172 3.49841 -2.35834 0.21 0.15 -0.27
H -2.93503 1.64176 -4.60544 0.12 0.39 0.36
H -5.38040 5.41983 -3.08227 0.00 -0.30 -0.08
H -4.55235 2.25217 -5.93591 -0.09 0.18 0.00
H -7.17174 6.20524 -4.61834 0.28 -0.29 -0.04
H -6.17642 3.35812 -7.45432 -0.09 0.13 0.40
H -0.60663 0.98858 -4.28507 -0.08 0.31 0.33
H -2.80646 2.84047 -1.00124 0.51 0.16 -0.21
H 1.34896 0.63002 -2.69919 -0.33 -0.39 0.03
H -0.73026 2.64361 0.41948 -0.35 -0.58 0.00
P -0.19315 -2.24629 -1.31752 0.86 0.67 -1.15
C 4.22635 0.69628 -0.85073 0.76 0.43 0.25
C 5.18573 1.88783 -0.96176 -0.01 0.50 -0.03
H 3.75577 0.63176 0.13921 0.09 0.09 -0.20
H 3.46135 0.76398 -1.63681 0.07 -0.14 0.39
H 4.72858 2.76397 -0.49226 0.18 -0.09 -0.09
H 6.15175 1.69595 -0.47961 -0.28 0.10 0.00
H 5.38181 2.14479 -2.00996 0.00 -0.11 0.22
C 4.30060 -1.41649 -2.69974 1.03 -0.17 -0.31
C 5.11363 -2.33181 -3.61484 0.10 -0.35 -0.28
H 4.04397 -0.49359 -3.24362 0.04 -0.27 0.32
H 3.39667 -1.95360 -2.39146 0.28 0.39 0.14
H 4.67801 -2.29443 -4.62391 0.22 -0.05 0.28
H 6.16451 -2.02043 -3.68098 -0.31 -0.13 -0.08
H 5.06920 -3.38129 -3.28702 0.15 0.36 -0.03
C 4.39522 -1.98806 0.17816 0.71 -0.52 0.11
C 5.14543 -2.05345 1.50327 0.20 -0.10 0.47
H 4.36118 -2.98572 -0.28164 -0.07 0.14 0.14
H 3.35950 -1.63943 0.39578 0.40 0.05 -0.57
H 4.57880 -2.68830 2.19315 0.11 0.04 -0.18
H 6.14259 -2.48487 1.38422 -0.13 0.03 0.02
H 5.25455 -1.08899 2.01286 -0.09 -0.03 -0.30
C -0.13504 -3.75376 -0.28011 0.02 -0.02 0.54
C -1.40780 -4.58533 -0.16359 0.01 -0.17 -0.06
H 0.18650 -3.40443 0.72186 -0.21 -0.39 -0.67
H 0.69359 -4.35345 -0.69259 -0.30 0.17 0.16
H -2.21864 -4.01420 0.30123 0.11 -0.19 -0.11
H -1.73704 -4.97170 -1.13612 -0.04 0.10 0.25
H -1.18160 -5.44115 0.48325 -0.20 0.14 -0.16
C 1.05391 -2.52073 -2.62022 0.32 -0.05 -0.16
C 0.54917 -2.61955 -4.05456 0.11 -0.14 -0.32
H 1.61590 -3.41993 -2.32281 -0.07 0.23 -0.20
H 1.73146 -1.66157 -2.53171 -0.40 -0.38 -0.12
H -0.26964 -3.34410 -4.15981 0.32 0.20 -0.08
H 0.20505 -1.63856 -4.41297 0.04 -0.35 0.04
H 1.37455 -2.94571 -4.70130 -0.27 0.10 0.05
C -1.72752 -1.95955 -2.26296 0.01 -0.33 -0.21
C -2.97554 -1.57058 -1.48793 -0.35 0.06 0.05
H -1.89368 -2.85879 -2.87416 -0.09 0.18 0.21
H -1.48323 -1.15021 -2.97143 0.04 -0.34 0.25
H -3.84091 -1.62726 -2.16290 0.18 0.00 0.27
H -3.16636 -2.23584 -0.63508 -0.04 0.18 -0.30
H -2.91165 -0.53322 -1.13441 0.05 -0.23 0.05
C 1.92854 2.01627 7.27328 0.37 0.13 -0.06
C 0.41809 2.02758 7.22033 -0.31 0.04 -0.20
N -0.14289 1.10028 6.21203 0.26 0.62 -1.10
C 0.20884 -0.30681 6.44523 0.06 -0.24 0.08
C -0.36725 -0.83426 7.75080 -0.07 -0.21 0.00
C -0.12901 1.58157 4.89128 0.62 0.60 1.50
O 0.45657 2.61312 4.55653 -1.05 -1.14 0.05
C -0.93224 0.78182 3.90425 0.32 0.31 -0.14
C -2.03855 -0.01764 4.22690 0.54 0.43 0.01
C -2.68720 -0.70174 3.21610 -0.04 -0.01 -0.53
C -2.14215 -0.67047 1.93452 0.63 0.08 0.39
N -1.02166 0.02608 1.67885 -0.42 2.12 0.31
C -0.48900 0.86118 2.59079 -0.88 -1.23 0.54
H 2.35289 1.01344 7.40722 -0.12 0.25 0.06
H 2.26114 2.62840 8.11511 0.06 -0.02 -0.14
H 2.31148 2.44132 6.34103 0.13 -0.07 0.21
H -0.00790 1.75716 8.18895 -0.05 0.03 -0.16
H 0.06691 3.03500 6.96350 0.05 -0.31 0.10
H -0.13217 -0.93033 5.60829 0.04 0.26 0.20
H 1.30666 -0.40309 6.46633 -0.29 -0.04 -0.08
H -1.45402 -0.69582 7.77277 0.16 0.02 0.09
H -0.16177 -1.90583 7.80665 -0.04 0.06 0.09
H 0.07429 -0.37007 8.64273 -0.14 -0.08 -0.32
H -2.35670 -0.07384 5.26456 -0.07 0.03 -0.20
H -3.59527 -1.26487 3.38624 0.08 -0.01 0.09
H -2.55597 -1.24464 1.10511 0.12 0.16 0.32
H 0.34006 1.49815 2.29081 -0.13 -0.19 0.24
```
Positions in Å, forces in eV/Å.

* <S²>: 2.044
* spin multiplicity: 3
* HOMO (alpha / beta): -12.722 / -12.966 eV
* total charge: +2

=====

C35H54F6N5O2Si2TeZr | ωB97M-V with the def2-TZVPD basis set

XYZ file:
```
106
Properties=species:S:1:pos:R:3:forces:R:3
Zr 0.22254 -0.19722 -0.39992 -0.11 -0.47 0.41
C -2.55305 -2.29574 -0.49865 -0.01 0.00 0.01
N -1.60076 -1.83785 0.52288 -0.02 -0.06 -0.07
C -0.81642 -2.99686 0.98612 0.03 0.01 0.02
C -2.25081 -1.26049 1.67486 0.05 0.03 0.00
C -3.50349 -1.67121 2.09142 0.01 0.00 -0.01
C -4.06608 -1.18871 3.26811 0.00 0.01 0.00
C -3.31520 -0.32099 4.04032 0.01 -0.01 0.00
C -2.06225 0.10467 3.62507 -0.01 0.02 0.02
C -1.50729 -0.30307 2.39362 -0.02 -0.03 0.02
N -0.31079 0.16167 1.87317 0.03 -0.02 -0.20
C 0.28030 1.14482 2.73662 0.00 0.01 0.06
C -0.30245 2.40849 2.74540 0.05 -0.01 -0.05
C 0.13835 3.45285 3.53999 0.01 0.03 0.01
C 1.21692 3.23235 4.37306 0.00 0.02 0.00
C 1.79535 1.97535 4.42462 -0.03 0.00 0.00
C 1.34083 0.90003 3.64679 -0.09 -0.02 0.14
N 1.98320 -0.34478 3.77568 -0.02 0.03 -0.07
C 1.18455 -1.55202 3.93241 0.01 0.01 0.00
C 3.15430 -0.38680 4.62205 0.07 -0.08 -0.13
H -3.07097 -3.20844 -0.17831 0.00 0.00 0.00
H -2.00697 -2.50437 -1.41311 0.01 -0.02 -0.02
H -3.28179 -1.51555 -0.69586 0.02 0.00 -0.01
H 0.06574 -2.66361 1.53195 0.01 0.01 0.04
H -0.50577 -3.56958 0.12144 0.11 -0.05 -0.08
H -1.42359 -3.63742 1.63650 0.00 -0.02 -0.02
H -4.05614 -2.38230 1.49231 0.00 0.00 0.01
H -5.05570 -1.50198 3.57349 0.00 0.00 0.00
H -3.70558 0.04934 4.98122 0.00 0.00 0.00
H -1.52187 0.79834 4.25229 0.00 0.00 -0.01
H -1.15700 2.54611 2.09645 0.03 0.00 0.01
H -0.34503 4.42057 3.49459 0.00 0.00 0.00
H 1.60825 4.02528 4.99879 0.00 0.00 0.00
H 2.61763 1.82664 5.10791 -0.03 0.02 -0.01
H 1.23657 -1.90595 4.97111 -0.03 0.00 0.01
H 1.55957 -2.34661 3.28111 0.02 -0.02 0.01
H 0.14247 -1.37709 3.70178 -0.03 0.02 -0.06
H 2.92150 -0.21644 5.68578 0.01 0.00 0.00
H 3.89622 0.34423 4.30075 0.00 0.00 -0.01
H 3.60384 -1.37709 4.54535 0.00 -0.03 -0.06
C -2.84129 3.14067 -2.18688 -0.02 -0.01 0.01
Si -2.93273 1.49832 -1.23257 0.02 -0.03 0.01
C -3.18206 2.01004 0.55284 0.01 0.00 0.00
C -4.54300 0.61912 -1.71327 -0.01 0.00 0.02
N -1.58855 0.42866 -1.51093 0.00 0.09 -0.04
C -1.45730 -0.04372 -2.82724 0.06 0.01 -0.01
C -2.13044 0.51438 -3.92247 -0.06 -0.05 0.02
C -1.98700 0.04605 -5.22135 0.01 0.01 0.00
C -1.13640 -1.01291 -5.46266 -0.02 -0.01 0.00
C -0.44539 -1.58032 -4.39913 -0.03 -0.07 0.01
C -0.57262 -1.13710 -3.07961 -0.01 0.12 -0.02
N 0.15450 -1.68665 -1.99407 0.09 0.03 -0.08
Si 0.88738 -3.25316 -2.29189 0.01 0.05 0.09
C 2.12396 -3.28486 -3.73267 0.06 -0.05 0.03
C 1.81347 -4.00995 -0.82596 -0.12 0.01 0.05
C -0.46602 -4.51192 -2.69785 0.03 0.01 -0.02
H -3.67543 3.24386 -2.88728 0.02 0.01 -0.01
H -1.91125 3.23024 -2.75030 0.01 -0.01 0.01
H -2.87814 3.98019 -1.48903 -0.01 0.00 0.00
H -4.23746 2.28803 0.64775 0.00 0.03 -0.02
H -2.59389 2.89614 0.79499 0.00 0.00 -0.03
H -2.98635 1.23465 1.29069 -0.04 0.01 -0.01
H -5.29017 1.33212 -2.07334 0.00 0.00 0.01
H -4.96636 0.12019 -0.83624 0.01 -0.01 0.00
H -4.39112 -0.12981 -2.49218 0.00 0.01 -0.01
H -2.79371 1.35214 -3.76526 0.00 0.00 0.00
H -2.53575 0.51846 -6.02730 0.00 0.00 0.00
H -0.99444 -1.40207 -6.46362 0.00 0.00 0.00
H 0.22440 -2.39442 -4.62360 -0.05 0.03 0.00
H 2.45867 -2.28472 -4.00868 0.01 0.04 0.01
H 1.69574 -3.75378 -4.62176 0.01 -0.01 0.00
H 3.00472 -3.86443 -3.44909 0.01 0.01 0.00
H 2.04084 -3.29513 -0.03843 -0.09 -0.03 -0.04
H 2.75573 -4.42404 -1.18776 0.01 0.00 0.00
H 1.23876 -4.83550 -0.39928 -0.02 0.00 0.03
H -1.18845 -4.13681 -3.42403 0.00 0.02 -0.03
H -1.01337 -4.79863 -1.79581 -0.01 0.01 -0.01
H -0.01256 -5.41987 -3.10780 0.00 0.00 0.01
C 4.14385 -1.73445 1.08482 0.03 0.00 0.00
C 3.39081 -0.75861 0.17469 0.08 -0.05 0.10
O 2.05831 -1.05131 0.20484 -0.13 0.53 -0.27
C 3.68087 0.72331 0.64609 0.04 -0.01 -0.03
F 2.65718 1.21561 1.33619 0.03 0.00 -0.21
F 3.93873 1.58323 -0.35417 -0.04 -0.05 0.00
F 4.75842 0.78225 1.46643 0.05 -0.02 -0.01
C 3.99017 -0.91927 -1.24411 -0.02 0.04 -0.05
F 3.33908 -0.24274 -2.18886 0.14 -0.14 -0.03
F 3.99080 -2.21241 -1.61758 -0.03 0.00 0.00
F 5.28577 -0.52520 -1.27238 -0.01 0.03 0.00
H 3.76475 -1.59198 2.09004 -0.03 0.01 0.20
H 5.22243 -1.58754 1.07205 -0.01 0.01 0.00
H 3.90782 -2.74449 0.75646 0.03 0.03 0.04
C 1.27702 1.66407 -2.69870 -0.01 0.04 0.05
O 1.18466 1.21275 -1.37639 -0.17 -0.09 0.32
H 2.23052 2.18066 -2.84927 -0.01 0.00 0.00
H 0.45679 2.35518 -2.92834 0.00 0.00 0.00
H 1.22304 0.83339 -3.40857 0.00 0.00 0.00
C 1.48525 4.94809 -1.68728 -0.03 0.05 -0.02
Te 0.39629 4.02949 -0.09644 0.21 0.03 -0.01
C -0.31122 5.89934 0.67085 -0.02 -0.01 -0.01
H 2.28062 4.26671 -1.97609 -0.01 0.00 0.00
H 1.92636 5.86632 -1.30352 0.01 0.00 -0.01
H 0.85234 5.16415 -2.54487 -0.01 -0.01 0.01
H -0.84533 6.44971 -0.10108 0.00 -0.01 0.00
H 0.51835 6.49069 1.05295 0.00 0.00 -0.01
H -0.99978 5.68097 1.48615 0.00 0.01 -0.01
```
Positions in Å, forces in eV/Å.

* HOMO: -4.171 eV
* total charge: -1

=====

Relative energy (zero: lowest compared OMol25 entry of this formula, charge and spin), record by record: 109.1; 43.0 kJ/mol